No. 1
Molecular formula: C28H37N8PS5V
Method: DFT, ωB97M-V/def2-TZVPD

Last column: Mulliken charge in e.
CARTESIAN COORDINATES (ANGSTROEM)
V  -0.286  -0.253  -0.638  0.643
C  -0.169  2.324  -4.509  -0.733
N  -1.126  2.168  -3.414  0.389
C  -2.438  1.814  -3.540  -0.119
C  -2.930  1.716  -2.271  -1.092
N  -1.936  1.984  -1.360  -0.204
C  -0.854  2.233  -2.080  0.128
P  0.685  2.958  -1.376  -0.473
C  0.100  2.993  0.351  -0.729
N  -0.335  1.960  1.055  0.845
C  -0.686  2.460  2.280  -0.586
C  -0.464  3.806  2.316  -0.775
N  0.036  4.140  1.087  0.174
C  0.396  5.493  0.666  -0.869
C  1.856  1.570  -1.189  0.111
N  1.668  0.526  -0.401  0.822
C  2.808  -0.229  -0.474  -0.661
C  3.688  0.374  -1.321  -0.882
N  3.078  1.523  -1.759  0.199
C  3.580  2.375  -2.835  -0.915
H  -0.719  2.411  -5.441  0.344
H  0.483  1.453  -4.555  0.236
H  0.414  3.232  -4.360  0.325
H  -2.891  1.650  -4.505  0.480
H  -3.935  1.470  -1.961  0.519
H  -1.070  1.833  3.069  0.399
H  -0.599  4.537  3.097  0.428
H  0.205  6.164  1.497  0.330
H  -0.203  5.809  -0.183  0.330
H  1.447  5.554  0.400  0.312
H  2.888  -1.164  0.057  0.486
H  4.669  0.083  -1.663  0.460
H  4.666  2.340  -2.834  0.357
H  3.263  3.403  -2.685  0.352
H  3.211  2.019  -3.795  0.289
C  0.411  -0.094  5.824  -0.483
C  -0.941  -0.383  5.181  -1.010
S  -0.960  -0.759  3.419  0.101
C  -0.509  -2.501  3.353  -0.569
C  0.926  -2.863  3.738  -1.044
S  2.244  -2.104  2.763  0.023
C  2.818  -0.709  3.770  -1.033
C  2.029  0.606  3.615  0.679
S  1.357  1.286  5.157  -0.145
H  1.039  -0.980  5.837  0.024
H  0.252  0.187  6.868  0.444
H  -1.576  0.499  5.276  0.370
H  -1.439  -1.203  5.708  0.540
H  -0.674  -2.769  2.307  0.129
H  -1.210  -3.077  3.963  0.586
H  1.041  -3.936  3.571  0.477
H  1.129  -2.690  4.793  0.501
H  3.844  -0.559  3.435  0.347
H  2.882  -1.031  4.809  0.582
H  1.230  0.489  2.891  -0.809
H  2.682  1.406  3.257  0.401
C  1.010  -3.077  -4.233  -1.726
C  0.697  -2.452  -2.884  -0.068
S  0.416  -0.692  -2.899  -0.085
C  0.613  -3.177  -1.755  0.576
C  0.791  -4.678  -1.744  -1.576
S  0.299  -2.477  -0.149  -0.279
H  1.321  -2.306  -4.938  0.393
H  0.137  -3.579  -4.667  0.273
H  1.812  -3.815  -4.169  0.417
H  1.254  -5.049  -2.659  0.411
H  -0.176  -5.180  -1.631  0.211
H  1.407  -4.985  -0.894  0.295
N  -4.893  -3.207  -4.074  -0.540
C  -4.472  -2.702  -3.132  -0.126
C  -3.940  -2.063  -1.938  -0.062
C  -4.708  -1.956  -0.797  -0.462
C  -4.158  -1.324  0.299  -1.109
C  -2.873  -0.827  0.201  -0.183
N  -2.115  -0.935  -0.902  0.907
C  -2.647  -1.546  -1.962  -0.264
H  -5.710  -2.365  -0.769  0.516
H  -4.709  -1.213  1.223  0.533
H  -2.420  -0.319  1.048  0.367
H  -2.011  -1.618  -2.833  0.548

Kohn-Sham gap (spin up / spin down) = 5.75 / 6.02 eV
⟨S²⟩ = 3.77
E_tot = -130710.6942 eV
LUMO (spin up / spin down) = 0.31 / 0.23 eV
energy relative to the best compared isomer or geometry (same formula, charge and spin) = 34.2 kcal per mole
charge = 0
2S+1 = 4

***

No. 2
Molecular formula: C28H37N8PS5V
Method: DFT, ωB97M-V/def2-TZVPD

Last column: Mulliken charge in e.
CARTESIAN COORDINATES (ANGSTROEM)
V  0.268  0.453  0.064  0.598
C  -2.962  -1.555  -4.002  -0.858
N  -2.426  -1.460  -2.653  0.206
C  -2.662  -2.344  -1.638  -0.671
C  -1.972  -1.883  -0.553  -0.983
N  -1.324  -0.731  -0.897  0.988
C  -1.606  -0.493  -2.167  -0.440
P  -0.989  0.919  -3.144  -0.471
C  0.795  0.589  -2.876  0.250
N  1.291  -0.234  -1.959  0.104
C  2.640  -0.278  -2.187  -0.427
C  2.948  0.502  -3.261  -0.904
N  1.764  1.048  -3.700  0.305
C  1.634  2.060  -4.729  -0.927
C  -1.238  2.225  -1.906  0.113
N  -0.841  2.141  -0.648  1.104
C  -1.240  3.288  -0.018  -0.980
C  -1.888  4.075  -0.925  -1.132
N  -1.880  3.402  -2.120  0.211
C  -2.399  3.921  -3.371  -0.948
H  -3.528  -2.479  -4.078  0.332
H  -2.155  -1.572  -4.733  0.334
H  -3.622  -0.715  -4.214  0.310
H  -3.287  -3.209  -1.773  0.469
H  -1.886  -2.306  0.434  0.514
H  3.295  -0.854  -1.558  0.440
H  3.887  0.740  -3.729  0.452
H  2.379  1.883  -5.501  0.380
H  1.782  3.053  -4.301  0.287
H  0.643  2.000  -5.178  0.336
H  -1.025  3.459  1.027  0.687
H  -2.330  5.051  -0.825  0.524
H  -3.358  4.402  -3.192  0.358
H  -2.539  3.104  -4.075  0.360
H  -1.709  4.648  -3.800  0.298
C  -0.573  -5.398  3.186  -0.645
C  -0.001  -4.143  3.833  -0.890
S  -0.102  -2.668  2.784  0.019
C  1.645  -2.233  2.561  0.242
C  2.451  -3.211  1.720  -0.932
S  1.899  -3.162  -0.011  0.123
C  1.294  -4.833  -0.365  -0.917
C  0.054  -5.308  0.387  0.091
S  0.465  -6.187  1.934  -0.180
H  -1.556  -5.203  2.755  0.294
H  -0.701  -6.169  3.948  0.442
H  1.043  -4.298  4.106  0.354
H  -0.558  -3.922  4.745  0.482
H  2.089  -2.088  3.547  0.684
H  1.657  -1.269  2.045  -0.868
H  2.368  -4.233  2.084  0.304
H  3.501  -2.919  1.736  0.574
H  2.113  -5.545  -0.256  0.391
H  1.058  -4.772  -1.430  0.360
H  -0.500  -6.012  -0.235  0.518
H  -0.590  -4.465  0.632  -0.420
C  1.355  5.236  0.841  -1.312
C  1.463  3.795  1.308  0.798
S  0.758  3.454  2.877  -0.344
C  2.042  2.905  0.470  0.324
C  2.470  3.347  -0.919  -1.232
S  2.440  1.205  0.882  -0.660
H  0.844  5.826  1.599  0.353
H  0.808  5.330  -0.102  0.221
H  2.347  5.669  0.679  0.340
H  3.276  4.087  -0.882  0.530
H  1.640  3.800  -1.479  0.086
H  2.845  2.489  -1.478  0.147
N  0.964  0.838  6.514  -0.609
C  0.309  0.843  5.571  -0.291
C  -0.525  0.774  4.394  0.213
C  -1.894  0.731  4.503  -0.242
C  -2.648  0.611  3.334  -1.280
C  -1.979  0.476  2.142  -0.280
N  -0.636  0.516  2.023  1.114
C  0.078  0.751  3.127  -1.318
H  -2.368  0.784  5.474  0.535
H  -3.727  0.591  3.358  0.470
H  -2.532  0.333  1.221  0.320
H  1.153  0.796  3.020  0.876

Kohn-Sham gap (spin up / spin down) = 4.92 / 4.93 eV
⟨S²⟩ = 3.76
E_tot = -130710.4178 eV
LUMO (spin up / spin down) = -0.17 / -0.22 eV
energy relative to the best compared isomer or geometry (same formula, charge and spin) = 40.5 kcal per mole
charge = 0
2S+1 = 4